Entry 1:
ORCA calculation (wB97M-V/def2-TZVPD) on a 6-piece molecular cluster, C37H44N2P overall.

Each line ends with the Mulliken charge.
Positions of all 84 atoms, in Å:
P: 1.79305 1.93386 -1.60961  0.1588
N: 0.86024 -0.15580 0.00593  0.4030
N: -0.23130 -0.09405 -1.82607  0.2243
C: -7.57845 0.43069 1.03223  -0.3554
C: -3.96826 -3.89143 -5.15185  -0.4050
C: 5.81367 0.91896 1.68318  -0.4099
C: 5.88970 -2.44316 -0.15313  -0.1102
C: 0.74123 0.51779 -1.13870  0.0375
C: 0.89228 3.29706 -0.73555  0.0848
C: 1.80189 0.15482 1.08063  -1.0478
C: 5.97061 -4.51622 1.06086  -0.4664
C: 5.65507 -3.16553 1.00910  -0.2950
C: -0.25300 4.03553 -1.45763  -0.9507
C: 5.25602 0.81302 4.40227  -0.4267
C: -7.43019 -0.00782 -0.27632  -0.6249
C: -6.60241 1.22606 1.61650  -0.5847
C: 6.44165 -3.06906 -1.26245  -0.5835
C: -3.02976 2.98431 4.11541  -0.5195
C: -0.05021 -1.18318 0.04095  -0.5011
C: 4.79594 1.69757 2.21601  -0.4299
C: -1.99915 1.07873 3.07426  -0.5634
C: -5.32950 1.15344 -0.42060  -0.5071
C: -2.79436 3.73959 2.97468  -0.4858
C: -2.16180 3.16288 1.88250  -0.5257
C: -5.09627 -3.06969 -3.19111  -0.4569
C: 6.52474 -5.14191 -0.04743  -0.4121
C: -0.73578 -1.15350 -1.11785  -0.4136
C: -4.17258 -2.03860 -3.09441  -0.2761
C: 6.27071 0.02927 3.86898  -0.5001
C: -4.99272 -3.99513 -4.22008  -0.4233
C: -3.15014 -1.93652 -4.02756  -0.2193
C: 6.76084 -4.41874 -1.20839  -0.3279
C: 6.54905 0.08190 2.51003  -0.5247
C: -2.63434 1.65472 4.16512  -0.5228
C: 1.30775 2.02591 -3.36405  -1.4077
C: -6.30518 0.35519 -1.00346  -0.4245
C: -1.76301 1.83431 1.93421  0.4712
C: 4.51378 1.64510 3.57492  -0.4568
C: -5.47580 1.58593 0.89078  0.0370
C: -3.04431 -2.86098 -5.05765  -0.5626
H: -2.43304 -1.12434 -3.96144  0.3397
H: 1.76787 2.90630 -3.81217  0.4228
H: 6.62754 -2.50511 -2.16759  0.3701
H: 5.23179 -2.67269 1.87611  0.4058
H: -3.10854 4.77406 2.93478  0.3978
H: -0.02833 5.09873 -1.53818  0.3468
H: -8.19072 -0.63103 -0.72818  0.3859
H: -5.89681 -3.14785 -2.46706  0.4100
H: 0.23259 2.08973 -3.54106  0.3064
H: -2.82424 1.06667 5.05310  0.4066
H: 0.49819 2.83870 0.17733  -0.2243
H: 3.72067 2.25418 3.99045  0.4249
H: 7.33629 -0.53324 2.09390  0.4786
H: -3.52381 3.43252 4.96709  0.3966
H: 4.21920 2.34704 1.56674  0.5514
H: -4.25393 -1.31433 -2.29225  0.4553
H: -0.44369 3.66482 -2.45988  0.2771
H: 2.81768 0.17150 0.68935  0.4113
H: -6.71956 1.56475 2.63765  0.3955
H: -0.14068 -1.85544 0.87912  0.4893
H: -1.53602 -1.77630 -1.48428  0.4417
H: 7.19707 -4.90657 -2.07012  0.3715
H: -2.24850 -2.77829 -5.78637  0.3734
H: -0.53545 0.20930 -2.73779  0.2127
H: 5.64565 -1.38845 -0.19079  0.2970
H: 6.02996 0.95986 0.62271  0.5017
H: 1.57233 1.12876 1.51340  0.3664
H: -8.45727 0.15107 1.59839  0.3814
H: -6.19103 0.02364 -2.02811  0.5869
H: -3.89081 -4.61421 -5.95300  0.3751
H: -1.18595 3.93790 -0.90117  0.0989
H: -4.70945 2.20424 1.34084  0.2651
H: 1.70756 -0.60946 1.84610  0.3313
H: -5.71290 -4.79864 -4.29773  0.3741
H: 6.84361 -0.62526 4.51253  0.4049
H: 5.04092 0.77209 5.46197  0.3956
H: 1.69134 1.13854 -3.87322  0.4139
H: 1.65747 3.99746 -0.39767  0.5605
H: 5.78807 -5.08095 1.96589  0.3742
H: -1.69572 0.03979 3.11384  0.4211
H: -1.27447 1.37843 1.07823  0.3910
H: -1.98796 3.75002 0.98883  0.0723
H: -4.45235 1.44030 -0.98971  0.4767
H: 6.77572 -6.19359 -0.00522  0.3694

Cartesian forces (eV/Å) of the 6 atoms listed first:
P 0.4078 0.0520 0.0767
N 0.0943 -0.0081 0.3045
N 0.0068 0.1762 -0.2740
C -0.0193 -0.0262 0.0240
C -0.0064 -0.0118 0.0096
C -0.0496 -0.0463 -0.0339

For the HOMO-LUMO gap, the calculation gives 0.31568 Ha. The total energy comes out at -51345.990 eV. As for the largest force on an atom: 0.42 eV/A. The net charge is +1.



Entry 2:
ORCA calculation (wB97M-V/def2-TZVPD) on one molecule with the formula C4H13N2PS2 at a distorted geometry.

Each line ends with the natural charge from an NBO analysis.
Positions of all 22 atoms, in Å:
S: 3.13367 0.65662 0.91888  -0.5803
S: 1.66215 -2.17815 -0.14375  -0.3726
P: 1.87278 -0.01950 -0.38960  1.5206
N: 0.30276 0.47428 -0.16293  -0.8163
N: 2.15695 0.25364 -2.05241  -1.1794
C: 0.15886 1.88055 -0.56740  -0.4262
C: -1.92880 -0.04242 0.90414  -0.3980
C: -2.34682 -1.43611 0.26851  -0.6068
C: -0.44412 0.17461 1.04475  -0.2029
H: -1.79823 -2.22654 0.68907  0.2051
H: 3.16487 0.17923 -2.21123  0.4098
H: 2.40892 -2.14961 1.09294  0.1981
H: -2.39756 0.71036 0.30182  0.2009
H: -3.46536 -1.51663 0.46857  0.2107
H: -2.08877 -1.44483 -0.84729  0.2057
H: -0.04393 2.40629 0.34372  0.1882
H: -2.09022 -0.09739 1.89482  0.2036
H: -0.68507 2.17612 -1.06686  0.1991
H: -0.26765 0.94984 1.80264  0.1838
H: 1.11664 2.34185 -1.02024  0.2301
H: -0.05164 -0.68643 1.46824  0.2115
H: 1.63055 -0.40581 -2.73639  0.4154

Cartesian forces (eV/Å) of the 6 atoms listed first:
S 0.1751 0.1375 -0.6735
S 1.2078 0.7364 1.6347
P -0.2681 -1.5124 0.4403
N -0.1740 0.6685 -1.7014
N -0.6811 -1.5236 -0.3660
C 2.9805 0.7925 1.3636

For the HOMO-LUMO gap, the calculation gives 0.33965 Ha. The total energy comes out at -38298.889 eV. As for the largest force on an atom: 4.46 eV/A. The energy above the lowest of the compared OMol25 structures with the same formula, charge and spin is 22.9 kcal per mole. Its structure (SMILES) is CCCN(C)[P@@](N)(=S)S.



Entry 3:
ORCA calculation (wB97M-V/def2-TZVPD) on a 2-piece molecular cluster, C2H2Cl2O4S2 overall at a distorted geometry.

Each line ends with the natural charge from an NBO analysis.
Positions of all 12 atoms, in Å:
Cl: -1.30306 1.40058 -2.34949  2.5435
Cl: -1.29527 0.28313 2.40476  -0.0169
S: -0.16547 -0.67902 1.00838  0.8583
S: -0.39707 -2.69959 1.37158  0.0303
O: -2.60091 0.96358 -1.88338  -0.8812
O: -1.31087 1.54240 -3.77771  -0.8441
O: -0.31485 0.39990 -1.96913  -0.9320
O: -0.95800 2.65503 -1.72423  -0.8720
C: 1.45369 -0.28748 1.44052  -0.3487
C: 2.62692 -0.18028 1.57763  0.0193
H: 3.64058 -0.37250 1.85495  0.2646
H: 0.70994 -2.98922 2.11345  0.1788

Cartesian forces (eV/Å) of the 6 atoms listed first:
Cl -0.2753 0.2983 -0.1448
Cl 0.5425 -0.2810 -0.2612
S 0.3070 0.9421 -0.1559
S 0.4439 -0.1628 0.0487
O 0.0624 -0.0685 0.1288
O 0.0353 -0.0701 0.1132

For the HOMO-LUMO gap, the calculation gives 0.19243 Ha. The total energy comes out at -56998.327 eV. As for the largest force on an atom: 2.71 eV/A.



Entry 4:
ORCA calculation (wB97M-V/def2-TZVPD) on C44H53N5O2PS2SeSiTi as an isolated structure at a distorted geometry.

Each line ends with the Löwdin spin population.
Positions of all 110 atoms, in Å:
Se: 1.43935 1.14404 -2.48554  0.0424
Ti: -0.24100 0.54124 -0.81816  1.2711
S: -2.55939 0.02351 1.49195  0.0059
S: 1.44505 -1.59623 -0.75488  0.0395
P: -0.70805 3.11030 -0.59299  0.0120
Si: 3.01940 1.95462 -3.88301  0.0066
O: -0.09974 -1.53675 -0.86232  0.0219
O: -1.88692 0.67590 0.29243  0.0284
N: -2.12734 -0.93876 -3.98367  0.0135
N: -1.59447 0.18097 -2.34780  0.0032
N: -1.09793 -0.49064 -3.37694  0.0164
N: -3.30393 -0.64039 -3.48487  -0.0017
N: -2.00076 -1.60963 -5.18075  0.0030
C: -4.24043 -3.00086 -0.55389  0.0001
C: 2.85862 -2.60248 3.91432  0.0003
C: 0.81514 -3.95248 0.57910  0.0036
C: -1.71535 3.81205 -1.97775  0.0058
C: -1.40680 -1.13130 2.22769  0.0040
C: 1.54051 3.57055 3.72509  0.0267
C: 2.17790 2.02341 1.97348  0.0329
C: -6.00530 -1.70770 0.44237  0.0000
C: 0.09592 -2.86689 3.79043  0.0016
C: -3.71811 -1.10314 0.78973  -0.0001
C: 0.86292 -3.72458 4.62187  0.0007
C: 3.50028 -4.60968 0.89627  0.0000
C: 0.72976 0.08148 1.39170  0.1285
C: 0.13329 1.68301 3.22462  0.0181
C: 1.71257 -0.25440 0.40048  0.1256
C: 2.14611 -1.77201 3.09908  -0.0009
C: 2.32563 3.47326 -4.64912  0.0027
C: 3.16087 1.56651 1.02591  0.0492
C: -1.76415 3.62785 0.81468  -0.0011
C: -1.73595 5.10507 1.20894  -0.0004
C: -1.18778 3.55954 -3.39625  0.0009
C: -2.92844 0.06769 -2.43157  0.0188
C: 0.39178 2.80139 3.97369  0.0079
C: 0.75527 4.22053 -0.51388  0.0012
C: -0.04087 -0.99512 2.15499  0.0216
C: 1.80925 -3.09721 0.13422  0.0158
C: 1.18148 -5.14267 1.19836  0.0007
C: 0.98700 1.28615 2.17342  0.0188
C: 4.49472 2.31250 -2.84533  0.0023
C: -5.60827 -2.79398 -0.33377  -0.0001
C: -3.28930 -2.16040 -0.00416  0.0004
C: -1.31424 -2.96512 3.78407  0.0029
C: 3.15153 -3.42702 0.26738  0.0028
C: 2.42018 3.17154 2.75158  0.0014
C: 3.32344 0.62342 -5.11271  -0.0008
C: 2.52288 -5.48424 1.37307  0.0015
C: -2.05114 -2.10934 3.03916  0.0001
C: 2.91281 -6.75856 2.08543  0.0003
C: 0.73551 -1.88394 2.99088  0.0067
C: -6.63945 -3.72378 -0.91964  0.0000
C: 2.21498 -3.60385 4.68046  -0.0004
C: 0.64141 5.62258 -1.12580  -0.0001
C: 2.93251 0.48719 0.26400  0.0245
C: -5.06615 -0.85997 1.01158  -0.0002
H: 0.59781 5.58008 -2.21719  0.0000
H: 1.36742 3.24401 -5.12476  0.0003
H: 1.74267 4.45757 4.31578  0.0015
H: 2.11642 -7.50403 2.03013  0.0000
H: 2.79693 -4.25265 5.32561  0.0000
H: -7.36430 -3.17096 -1.52250  0.0000
H: 1.51939 6.21506 -0.85624  0.0001
H: 3.82254 -7.19038 1.66419  0.0001
H: -1.10324 -2.06793 -5.19992  0.0005
H: -2.78108 -2.23578 -5.28042  0.0002
H: 2.40892 0.44434 -5.68895  0.0002
H: -3.13622 -2.16416 3.06105  0.0000
H: -7.19286 -4.23335 -0.12845  0.0000
H: 1.01304 4.28916 0.54108  -0.0001
H: 3.33716 3.73053 2.57732  -0.0007
H: -7.06382 -1.52535 0.60794  0.0000
H: 0.34252 -4.47089 5.21606  0.0001
H: -6.17680 -4.48281 -1.55283  0.0000
H: 3.59794 -0.30445 -4.60096  0.0001
H: -2.71128 3.37980 -1.86321  -0.0001
H: -0.22989 -3.68555 0.45480  0.0003
H: -0.73874 1.08562 3.46146  0.0007
H: 3.01100 3.87147 -5.41543  0.0004
H: -1.80521 4.88564 -1.80931  0.0004
H: 4.55059 -4.86155 1.02176  0.0000
H: -1.47912 3.01998 1.66622  0.0000
H: -1.79968 -3.71171 4.40605  0.0002
H: -1.18688 2.50369 -3.64342  0.0007
H: 3.10185 -6.55727 3.14626  0.0001
H: 2.67531 -1.01204 2.53784  -0.0004
H: 0.40735 -5.81711 1.55764  0.0001
H: -2.77758 3.32921 0.54063  0.0000
H: -0.28844 3.08382 4.77117  0.0000
H: -0.73056 5.42557 1.49311  0.0001
H: 4.24951 3.07270 -2.09672  0.0002
H: -2.38893 5.27409 2.06971  -0.0001
H: -0.15829 3.90115 -3.50614  0.0003
H: -0.23691 6.16850 -0.77659  0.0000
H: 4.81769 1.40362 -2.32829  0.0003
H: 4.09869 2.10900 0.94476  0.0025
H: 3.93380 -2.48981 3.97392  0.0000
H: 2.16686 4.24803 -3.89032  0.0000
H: -5.37868 -0.01779 1.61997  0.0000
H: -2.23050 -2.30861 -0.20115  0.0002
H: -3.62329 0.51572 -1.73871  0.0008
H: 3.92290 -2.75810 -0.11681  0.0003
H: 5.33252 2.68065 -3.45725  0.0004
H: 1.55865 3.66552 -0.99191  0.0001
H: -3.91970 -3.84152 -1.16069  0.0000
H: 3.66645 0.15652 -0.45816  0.0036
H: 4.13124 0.89711 -5.80773  -0.0003
H: -2.08835 5.75331 0.40216  0.0000
H: -1.80363 4.08911 -4.13021  0.0001

Cartesian forces (eV/Å) of the 6 atoms listed first:
Se 0.2307 0.2282 -0.6067
Ti 1.2336 0.8771 1.2682
S 0.1739 -0.0765 0.0460
S 0.3375 0.0127 0.7279
P 0.0488 0.5352 -0.5424
Si -0.5520 -0.2898 0.5524

For the HOMO-LUMO gap (spin up / spin down), the calculation gives 0.22036 / 0.24522 Ha. The total energy comes out at -185328.451 eV. As for the largest force on an atom: 1.97 eV/A. The energy above the lowest of the compared OMol25 structures with the same formula, charge and spin is 0.0 kcal per mole. The net charge is +1. The multiplicity is 3.